131
Properties=species:S:1:pos:R:3:mulliken_charge:R:1 method="wB97M-V/def2-TZVPD" s2=0.7598 e_tot_ha=-2662.94282 lumo_ev="-9.42 / -9.12" homo_ev="-15.563 / -15.563" charge=+3 relative_energy_kj_mol=0.0 spin_multiplicity=2
Re -0.728 -0.082 -0.474 1.758
C -4.699 0.154 2.630 -1.708
C -3.998 0.648 1.360 2.187
C -4.872 1.669 0.620 -1.666
C -2.684 1.279 1.701 -0.903
C -2.506 2.233 2.678 -0.770
C -1.152 2.555 2.684 -0.043
C -0.446 3.588 3.508 1.514
C -1.285 4.015 4.710 -1.904
C -0.090 4.792 2.624 -1.118
N -0.542 1.803 1.762 0.887
N -1.477 1.017 1.113 0.277
B 0.992 1.632 1.530 0.917
N 1.262 1.973 0.023 1.113
N 0.150 1.757 -0.778 0.022
C 0.216 2.642 -1.824 -0.280
C 1.388 3.346 -1.708 -1.336
C 2.029 2.918 -0.548 -0.755
C 3.396 3.417 -0.170 0.782
C 4.382 2.840 -1.199 -1.320
C 3.889 3.129 1.232 -1.415
C -0.855 2.925 -2.846 1.072
C -0.666 4.326 -3.433 -1.730
C -2.255 2.814 -2.248 -1.079
N 1.289 0.146 1.825 0.730
N 0.506 -0.734 1.102 0.527
C 0.531 -1.933 1.777 -1.311
C 1.365 -1.795 2.857 -0.618
C 1.813 -0.480 2.896 -0.083
C 2.719 -0.005 4.018 0.285
C 2.986 1.481 4.208 -1.526
C 2.192 -0.576 5.346 -1.376
C -0.343 -3.154 1.576 1.839
C -0.011 -4.240 2.599 -2.067
C -1.824 -2.772 1.704 -1.575
H -5.614 -0.378 2.369 0.480
H -4.977 0.989 3.273 0.364
H -4.062 -0.520 3.203 0.316
H -3.817 -0.220 0.727 -0.657
H -5.001 2.565 1.227 0.407
H -5.866 1.265 0.432 0.499
H -4.434 1.984 -0.332 0.213
H -3.265 2.654 3.313 0.714
H 0.483 3.149 3.872 -0.831
H -2.171 4.568 4.395 0.358
H -0.698 4.674 5.348 0.462
H -1.601 3.162 5.310 0.436
H -0.996 5.286 2.269 0.338
H 0.505 4.499 1.757 0.110
H 0.483 5.517 3.202 0.413
H 1.586 2.357 2.236 -0.690
H 1.735 4.132 -2.356 0.712
H 3.365 4.500 -0.318 0.669
H 4.429 1.756 -1.098 0.057
H 5.378 3.240 -1.018 0.505
H 4.105 3.080 -2.225 0.393
H 3.907 2.052 1.415 0.126
H 3.283 3.614 1.995 0.358
H 4.908 3.500 1.333 0.438
H -0.750 2.213 -3.665 -0.202
H -0.622 5.077 -2.643 0.429
H -1.509 4.568 -4.079 0.462
H 0.239 4.402 -4.035 0.372
H -2.403 3.581 -1.485 0.398
H -2.417 1.849 -1.780 0.058
H -3.009 2.957 -3.023 0.642
H 1.610 -2.559 3.570 0.739
H 3.681 -0.490 3.813 0.417
H 2.077 2.017 4.479 0.375
H 3.434 1.951 3.344 0.005
H 3.683 1.593 5.038 0.589
H 1.166 -0.249 5.527 0.361
H 2.811 -0.207 6.162 0.439
H 2.219 -1.663 5.386 0.390
H -0.169 -3.583 0.594 -0.243
H -0.172 -3.890 3.619 0.455
H 1.019 -4.583 2.509 0.332
H -0.665 -5.098 2.444 0.457
H -2.038 -2.419 2.714 0.452
H -2.460 -3.637 1.507 0.502
H -2.117 -1.972 1.013 -0.024
C -5.466 -0.626 -1.869 -1.038
N -4.564 -1.779 -1.892 0.021
C -5.173 -3.102 -2.080 -1.093
C -3.255 -1.634 -1.681 0.365
N -2.667 -0.506 -1.335 0.337
N -2.504 -2.774 -1.893 0.313
C -1.148 -2.923 -1.736 -0.046
N -0.626 -4.037 -2.251 -0.197
N -0.434 -2.067 -1.072 1.289
H -6.318 -0.846 -2.506 0.450
H -4.982 0.260 -2.277 0.328
H -5.824 -0.423 -0.862 0.374
H -6.249 -2.974 -2.147 0.357
H -4.966 -3.758 -1.234 0.388
H -4.854 -3.571 -3.015 0.390
H -3.345 0.235 -1.208 -1.508
H -2.995 -3.560 -2.290 0.310
H -1.166 -4.679 -2.807 0.210
H 0.374 -4.207 -2.176 -0.147
H 0.546 -2.344 -1.016 -1.242
C 2.179 -6.317 -1.297 -1.369
C 2.572 -4.869 -1.446 -0.391
C 2.631 -4.021 -0.336 0.427
C 3.068 -2.710 -0.450 -1.115
C 3.465 -2.201 -1.687 0.599
N 4.025 -0.899 -1.720 0.204
C 4.356 -0.135 -2.820 -0.206
O 5.342 0.549 -2.876 -0.549
N 3.441 -0.164 -3.877 0.098
C 2.067 -0.200 -3.802 0.216
C 1.299 -0.304 -4.962 -0.883
C -0.076 -0.348 -4.864 -1.588
C -0.677 -0.283 -3.618 -0.600
N 0.063 -0.149 -2.511 0.745
C 1.393 -0.099 -2.592 0.055
C 3.372 -3.016 -2.808 -0.763
C 2.936 -4.332 -2.676 -0.420
H 2.816 -6.814 -0.564 0.414
H 2.279 -6.858 -2.237 0.361
H 1.151 -6.426 -0.943 0.273
H 2.382 -4.411 0.645 0.637
H 3.154 -2.089 0.436 0.312
H 4.623 -0.670 -0.936 0.382
H 3.846 0.169 -4.743 0.315
H 1.783 -0.355 -5.930 0.586
H -0.688 -0.425 -5.752 0.618
H -1.748 -0.316 -3.498 0.534
H 1.933 0.042 -1.663 0.284
H 3.724 -2.668 -3.769 0.625
H 2.961 -4.975 -3.550 0.416